C93H218N6O19 | the ωB97M-V functional and the def2-TZVPD basis

The geometry in XYZ format:
```
336
Properties=species:S:1:pos:R:3:mulliken_charge:R:1
C 4.17446 -3.77946 2.19248 0.89
C 5.05620 -3.71521 3.47314 1.39
C 6.27824 -2.86986 3.24850 -1.55
C 6.03332 -1.37766 3.35965 0.28
C 5.41126 -1.05209 4.69044 -1.84
C 4.04227 -1.77955 4.97059 2.01
N 4.26611 -3.21874 4.62462 0.50
O 3.27810 -4.07700 5.11328 -0.32
C 3.77361 -1.48188 6.43385 -2.06
C 2.94137 -1.17881 4.09638 -0.81
C 5.67985 -5.07341 3.76939 -2.25
H 4.21900 -2.82876 1.66117 -0.98
H 3.11536 -3.85512 2.43879 -0.60
H 4.54234 -4.55843 1.52466 0.67
H 7.10000 -3.08889 3.93030 0.50
H 6.69561 -2.96208 2.24581 0.28
H 5.43824 -1.03953 2.51134 -0.41
H 6.89876 -0.72067 3.27318 0.54
H 5.35495 0.02984 4.81032 0.61
H 6.14529 -1.44418 5.39440 0.39
H 2.77162 -1.81722 6.70154 0.42
H 4.45601 -2.05746 7.05926 0.44
H 3.81686 -0.42063 6.67876 0.39
H 2.67028 -0.16297 4.38390 0.79
H 3.10443 -1.15769 3.01886 -0.10
H 2.10778 -1.84618 4.31511 -0.49
H 4.88783 -5.82220 3.75928 0.36
H 6.23562 -5.11809 4.70600 0.48
H 6.39453 -5.49054 3.05993 0.41
H 3.55527 -4.24111 6.01763 0.28
C 1.21191 -4.81470 -1.99187 -1.01
C 0.42518 -6.06696 -2.39317 3.02
C -0.24516 -6.60989 -1.10432 -1.21
C -1.57932 -5.89548 -0.74645 0.42
C -2.50380 -5.98248 -1.98875 -2.25
C -1.88480 -5.28245 -3.27080 2.56
N -0.49628 -5.74558 -3.51684 -0.17
O 0.15832 -5.13497 -4.56555 -0.35
C -2.78521 -5.81414 -4.45800 -1.82
C -2.08346 -3.80612 -3.14620 -0.11
C 1.38420 -7.15101 -2.85846 -1.75
H 1.48277 -4.86935 -0.93747 -0.06
H 0.68294 -3.88198 -2.18762 -0.61
H 2.13666 -4.68361 -2.55380 0.37
H -0.37578 -7.69019 -1.16739 0.63
H 0.42236 -6.52281 -0.24703 0.12
H -1.43248 -4.83506 -0.54139 -0.77
H -2.15473 -6.31904 0.07671 0.83
H -3.37881 -5.37730 -1.75166 0.54
H -2.83006 -7.01402 -2.12139 0.35
H -2.38295 -5.44918 -5.40304 0.29
H -2.87016 -6.90060 -4.47990 0.48
H -3.82621 -5.52410 -4.31556 0.35
H -3.09588 -3.57119 -2.81769 0.32
H -1.34214 -3.51763 -2.40100 -0.54
H -1.84954 -3.27054 -4.06627 -0.63
H 1.86065 -6.69071 -3.72403 0.37
H 0.78267 -7.99663 -3.19190 0.54
H 2.11397 -7.39419 -2.08618 -0.07
H 0.70355 -4.45165 -4.16882 0.16
C 6.70256 1.17668 -4.97777 -1.95
C 5.39131 0.58973 -4.47139 1.52
C 4.26326 1.47490 -5.02097 -0.79
C 4.09678 1.25824 -6.54926 -1.02
C 3.70012 -0.19777 -6.82073 -0.72
C 4.71244 -1.24921 -6.27037 1.65
N 5.11215 -0.79693 -4.84144 1.27
O 6.03595 -1.68127 -4.34444 -0.46
C 3.93023 -2.61607 -6.20908 -1.98
C 5.92154 -1.30686 -7.24579 -1.75
C 5.37786 0.76484 -2.95010 -0.75
H 7.04750 2.16675 -4.67964 0.42
H 6.71330 1.29699 -6.06106 0.39
H 7.58761 0.56303 -4.80979 0.32
H 3.35530 1.14834 -4.51394 -0.68
H 4.61189 2.45720 -4.70214 0.64
H 4.95796 1.65347 -7.08802 0.67
H 3.29954 1.88642 -6.94663 0.23
H 3.63719 -0.43327 -7.88312 0.80
H 2.69101 -0.34299 -6.43511 -0.52
H 4.66901 -3.33908 -5.86331 0.41
H 3.04900 -2.63345 -5.56780 0.12
H 3.59431 -2.80749 -7.22820 0.56
H 5.67710 -1.84700 -8.16045 0.44
H 6.42419 -0.35519 -7.41835 0.31
H 6.62975 -2.06114 -6.90286 0.44
H 6.07410 0.08508 -2.45890 0.43
H 4.37565 0.66824 -2.53254 -0.66
H 5.63972 1.75980 -2.59012 0.42
H 6.84314 -1.42907 -4.79880 0.33
C -3.01114 4.99876 6.32850 -1.75
C -1.71944 5.56664 5.70377 2.87
C -2.11417 6.42460 4.47065 -1.51
C -2.67172 7.87289 4.70318 -0.64
C -1.61858 8.60963 5.49409 -1.35
C -1.19156 7.85111 6.79285 1.38
N -0.94240 6.43753 6.58983 0.48
O -0.62732 5.83769 7.76916 -0.54
C 0.10037 8.48763 7.18891 -2.03
C -2.26615 8.14397 7.91349 -1.66
C -0.79700 4.41754 5.16828 -2.25
H -2.68057 4.35549 7.14399 0.45
H -3.62128 4.44794 5.61266 0.22
H -3.68705 5.75546 6.72682 0.36
H -1.25330 6.50191 3.80655 0.51
H -2.91902 5.91026 3.94550 0.20
H -3.61191 7.67529 5.21805 0.28
H -2.89797 8.47004 3.81982 0.35
H -2.06239 9.59598 5.62913 0.50
H -0.80081 8.72239 4.78231 0.31
H 0.86276 8.44394 6.41112 0.40
H -0.09594 9.51443 7.49751 0.45
H 0.54371 8.11698 8.11313 0.40
H -2.42737 9.14329 8.31781 0.42
H -3.21137 7.74030 7.55059 0.29
H -2.05972 7.56192 8.81166 0.40
H -1.08541 3.97921 4.21288 0.15
H -0.73804 3.66263 5.95233 0.44
H 0.21013 4.81809 5.05279 0.57
H 0.17676 5.37808 7.51656 0.37
C 0.13904 -0.33477 -3.42465 -1.46
C -0.10805 0.06916 -1.93422 4.31
C -1.55022 -0.44872 -1.65916 0.08
C -1.76513 -0.68020 -0.16841 -1.35
C -0.67092 -1.53352 0.46531 -0.55
C 0.72679 -0.90224 0.30690 1.95
N 0.94525 -0.59392 -1.12432 1.13
O 2.22617 -0.21240 -1.38559 0.70
C 0.86066 0.30157 1.25779 -1.00
C 1.78234 -1.97005 0.78408 -0.44
C -0.07041 1.56181 -1.75607 0.41
H -0.59705 0.03411 -4.13893 -0.14
H 0.08677 -1.42321 -3.39889 -0.22
H 1.17133 -0.15119 -3.72261 -0.36
H -2.26643 0.32086 -1.94708 0.12
H -1.77990 -1.39195 -2.15480 -1.14
H -2.73182 -1.18188 -0.12453 1.05
H -1.84656 0.32587 0.24306 -0.68
H -0.73383 -2.48709 -0.05895 -0.61
H -0.90724 -1.71495 1.51380 0.88
H 1.17240 0.05238 2.27210 -0.11
H 1.61707 0.97899 0.86149 -0.27
H -0.01779 0.94587 1.29392 0.02
H 1.67393 -2.29457 1.81899 -0.30
H 1.52541 -2.81210 0.14140 -0.34
H 2.82096 -1.71330 0.57566 0.36
H -0.89150 1.94892 -2.35944 -1.04
H 0.89990 1.92860 -2.09083 -0.80
H -0.21288 1.84237 -0.71247 -0.11
H 2.56961 -0.91133 -1.94698 -0.62
C -3.68124 6.82799 1.27713 -1.02
C -3.63529 7.04980 -0.26916 1.71
C -2.87028 8.34508 -0.56083 -1.73
C -1.31190 8.27967 -0.48334 -0.82
C -0.86339 7.10562 -1.34981 -1.07
C -1.54219 5.72523 -1.13923 2.18
N -3.05388 5.96839 -1.04931 0.13
O -3.76388 4.78854 -1.07704 0.86
C -1.09117 4.96347 -2.40674 -0.82
C -0.94127 5.12292 0.20970 -1.41
C -5.08436 7.36355 -0.79029 -1.96
H -2.91089 7.36173 1.83373 -0.17
H -3.66504 5.76028 1.49585 -0.29
H -4.66678 7.14395 1.61917 0.73
H -3.22246 8.75900 -1.50568 0.52
H -3.16614 9.06243 0.20466 0.47
H -0.95783 8.08343 0.52870 0.20
H -0.82739 9.21853 -0.75147 0.52
H 0.21984 7.04656 -1.24392 0.02
H -1.05904 7.52238 -2.33780 0.49
H -1.26321 5.56291 -3.30070 0.47
H -0.01916 4.76792 -2.38122 0.06
H -1.58843 4.00983 -2.58394 -0.38
H -0.86220 5.93741 0.92974 0.19
H -1.58880 4.31536 0.55123 -0.16
H 0.03534 4.66526 0.05193 0.24
H -5.45112 8.28948 -0.34731 0.52
H -5.83320 6.68023 -0.38978 0.35
H -5.11121 7.34536 -1.87981 0.33
H -3.84313 4.62566 -2.01980 0.02
C 3.93388 5.66476 -2.86820 -1.17
C 3.43103 5.26060 -1.46475 1.84
C 3.55815 3.72365 -1.27322 -1.22
O 4.32019 5.75595 -0.46095 -0.66
H 4.96741 5.39429 -3.08447 0.31
H 3.81861 6.73633 -3.03113 0.44
H 3.21294 5.21806 -3.55289 -0.02
H 2.46992 5.74858 -1.30275 -0.62
H 2.98515 3.33298 -0.43230 0.12
H 4.61734 3.49780 -1.14996 0.72
H 2.98330 3.19000 -2.03011 0.02
H 4.37901 5.02899 0.16329 0.33
C 5.17177 -4.46178 -2.20046 -1.73
C 4.70305 -3.22591 -1.47859 1.95
C 5.77925 -2.36330 -0.82753 -1.03
O 3.99519 -2.36107 -2.43468 0.64
H 5.96967 -4.21907 -2.90227 0.32
H 4.43047 -5.01339 -2.77866 0.30
H 5.66126 -5.09165 -1.45765 0.36
H 3.92316 -3.60971 -0.82089 -0.79
H 5.35156 -1.69206 -0.08280 -0.02
H 6.31555 -1.81915 -1.60494 0.20
H 6.47508 -2.98978 -0.26946 0.37
H 4.61963 -2.11347 -3.12051 -0.62
C -3.77256 4.80131 -4.90205 -1.17
C -4.39612 3.42113 -4.52264 0.78
C -3.51937 2.18515 -4.85859 -0.52
O -4.63956 3.28021 -3.11518 -0.53
H -2.68792 4.87277 -4.82106 -0.05
H -4.14648 5.60631 -4.26940 0.24
H -3.95001 5.12468 -5.92775 0.51
H -5.31990 3.34646 -5.09635 0.33
H -2.72275 2.00919 -4.13572 0.16
H -2.98165 2.33562 -5.79470 -0.27
H -4.09126 1.28265 -5.07433 0.16
H -5.23286 2.53145 -3.02049 0.23
C -5.95182 -2.99600 6.25451 -1.40
C -4.52018 -3.28772 5.90268 0.55
C -4.18817 -2.83166 4.47684 -0.94
O -3.74221 -2.60173 6.80737 -0.52
H -6.49928 -3.48875 5.45103 0.30
H -6.11959 -1.92034 6.30835 0.34
H -6.39453 -3.48187 7.12401 0.42
H -4.40244 -4.36257 6.04030 0.24
H -4.47332 -1.80399 4.25172 0.57
H -4.78133 -3.40147 3.76160 0.10
H -3.14664 -3.04565 4.23702 -0.11
H -3.79153 -3.07069 7.64358 0.28
C -0.58465 2.95768 -7.61241 -0.54
C 0.39040 3.70894 -6.74664 0.06
C 1.11649 2.98184 -5.55167 0.95
O 1.50099 3.92354 -7.67616 -0.58
H -0.17598 2.00626 -7.95284 0.20
H -0.79881 3.54842 -8.50306 0.44
H -1.47458 2.71563 -7.03143 -0.30
H -0.13385 4.60537 -6.41546 0.37
H 1.90713 3.66312 -5.23725 -0.01
H 1.43949 2.05663 -6.02891 -0.76
H 0.53666 2.62394 -4.70090 0.08
H 1.94811 4.75866 -7.52037 0.32
C -0.56786 -4.94379 2.36555 0.00
C -0.34937 -5.12717 3.91192 1.06
C -1.44922 -5.89552 4.67940 -1.45
O 0.84585 -5.86351 4.11951 -0.66
H -1.27483 -4.14778 2.13170 0.19
H -1.06034 -5.82965 1.96452 0.16
H 0.40455 -4.73695 1.91864 -0.17
H -0.28274 -4.13232 4.35230 -0.15
H -1.07389 -6.00105 5.69729 0.48
H -1.75089 -6.90300 4.39293 0.33
H -2.31402 -5.24505 4.81022 0.06
H 1.58136 -5.26141 3.98499 0.07
C -6.21511 -5.99104 1.21241 -1.13
C -7.15781 -4.74836 1.21441 0.28
C -6.50866 -3.58303 0.47971 -0.85
O -8.37707 -5.02676 0.57797 -0.60
H -6.81739 -6.86063 1.47541 0.36
H -5.37501 -5.85053 1.89255 0.26
H -5.83417 -6.19251 0.21121 0.27
H -7.35989 -4.47074 2.24891 0.18
H -7.32744 -2.91638 0.20902 0.30
H -5.91082 -3.89490 -0.37670 0.35
H -5.83995 -2.96717 1.08107 0.26
H -8.20077 -5.28679 -0.32917 0.35
C -7.40627 -0.93790 -2.10501 -1.79
C -6.07244 -0.43544 -2.65152 1.86
C -5.68294 -1.02754 -4.02698 -0.93
O -6.31835 0.93940 -2.74340 -0.60
H -7.40482 -1.94520 -1.68855 0.14
H -8.14979 -0.77015 -2.88420 0.46
H -7.82814 -0.32172 -1.31100 0.56
H -5.29354 -0.62933 -1.91408 -0.60
H -6.39818 -0.70233 -4.78248 0.37
H -5.64965 -2.11699 -4.01758 0.40
H -4.77313 -0.54775 -4.38774 -0.25
H -7.06132 1.18007 -2.18512 0.24
C 2.34651 3.54001 3.07631 -0.80
C 3.80808 3.32230 2.83419 -0.28
C 4.33130 1.91211 2.49341 0.41
O 4.30591 4.14841 1.88660 -0.38
H 1.69684 3.66770 2.21044 0.03
H 2.29416 4.53040 3.52852 0.45
H 1.94595 2.84657 3.81576 0.28
H 4.22805 3.58551 3.80498 0.37
H 3.91732 1.65844 1.51751 -0.41
H 3.91724 1.13401 3.13466 -0.60
H 5.39502 1.73813 2.65567 0.60
H 4.93189 4.70338 2.35752 0.25
C -0.95356 -3.04530 -6.75089 -1.01
C -1.38011 -1.69507 -7.33537 0.66
C -2.41261 -0.99590 -6.37482 -0.83
O -0.31315 -0.81201 -7.35921 -0.39
H -1.71158 -3.72536 -6.36227 0.10
H -0.21977 -2.77233 -5.99251 0.13
H -0.32590 -3.53354 -7.49639 0.37
H -1.76279 -1.91429 -8.33216 0.28
H -2.76256 0.02150 -6.54955 0.49
H -2.13900 -1.02563 -5.32014 -0.33
H -3.32186 -1.57022 -6.55238 0.52
H 0.43800 -1.35121 -7.10108 0.10
C -0.12221 -0.88189 5.92576 -0.38
C -0.50646 -0.92296 7.37273 0.23
C -1.63526 0.13321 7.62965 -1.26
O -1.05222 -2.12498 7.72315 -0.60
H -1.02883 -1.02874 5.33875 0.42
H 0.61333 -1.64127 5.66040 -0.30
H 0.39426 0.05782 5.73006 0.24
H 0.38452 -0.70834 7.96280 0.45
H -1.84293 0.11816 8.69958 0.36
H -2.57522 -0.06283 7.11376 0.29
H -1.37059 1.14694 7.32899 0.23
H -1.94093 -2.22569 7.37435 0.48
C -3.86817 2.51131 2.19385 -1.13
C -4.54991 2.00343 0.97077 2.19
C -5.44117 0.74884 1.27317 -1.66
O -5.57461 2.89227 0.56916 -0.83
H -4.53858 3.09491 2.82477 0.44
H -3.00643 3.11107 1.90095 -0.16
H -3.53328 1.68267 2.81778 0.50
H -3.88457 1.71322 0.15763 -0.32
H -5.89348 0.27732 0.40072 -0.06
H -6.31850 0.83900 1.91369 0.55
H -4.84006 -0.04258 1.72085 0.25
H -5.12497 3.67912 0.25249 0.22
C 3.05222 -7.87408 0.95750 -0.08
C 4.40315 -8.60939 0.92275 0.56
C 4.80170 -8.87793 2.35221 -1.20
O 4.31778 -9.73861 0.05471 -0.57
H 2.21656 -8.52459 1.21562 0.42
H 2.76341 -7.57169 -0.04910 -0.66
H 3.04169 -7.05926 1.68141 0.17
H 5.10094 -7.84500 0.58086 0.11
H 5.78953 -9.33856 2.36194 0.39
H 4.11723 -9.51297 2.91465 0.37
H 4.88858 -7.93129 2.88553 0.18
H 4.44596 -9.38449 -0.82834 0.35
```

Output
HOMO-LUMO gap = 0.300 Eh
Strongest force on any atom = 3.86 eV/A
Calculated total energy = -147807.3662 eV